{
  "formula": "C12H13Cl2LuNO3Yb",
  "method": "ωB97M-V/def2-TZVPD",
  "lumo_ev": [-15.669, -15.979],
  "multiplicity": 2,
  "mol_weight_g_mol": 638.15,
  "e_homo_ev": [-21.59, -21.54],
  "orbital_gap_ev": [5.922, 5.556],
  "charge": 4,
  "species": ["Lu", "Yb", "Cl", "Cl", "C", "C", "C", "O", "O", "O", "C", "N", "C", "C", "C", "C", "C", "C", "C", "C", "H", "H", "H", "H", "H", "H", "H", "H", "H", "H", "H", "H", "H"],
  "xyz": [[-0.837, -0.426, -2.817], [-0.122, -0.333, 0.144], [-1.450, -2.224, -1.084], [-1.166, 1.718, -1.545], [1.138, 1.678, 0.862], [-0.019, -2.128, -4.048], [0.067, 0.748, -4.508], [1.736, 2.586, 1.267], [0.273, -3.079, -4.646], [0.414, 1.441, -5.374], [-1.143, -3.309, 4.737], [-0.233, -2.130, 4.597], [1.174, -2.510, 4.951], [-0.296, -1.463, 3.231], [-1.611, -0.771, 2.935], [-2.670, -0.617, 3.864], [-3.812, 0.064, 3.474], [-3.944, 0.618, 2.202], [-2.862, 0.481, 1.291], [-1.759, -0.183, 1.699], [-0.765, -4.074, 4.044], [-2.166, -3.036, 4.480], [-1.074, -3.671, 5.767], [-0.521, -1.419, 5.285], [1.494, -3.264, 4.217], [1.814, -1.626, 4.890], [1.186, -2.931, 5.960], [0.556, -0.757, 3.188], [-0.071, -2.278, 2.517], [-2.584, -1.023, 4.880], [-4.637, 0.183, 4.202], [-4.838, 1.158, 1.908], [-2.974, 0.942, 0.295]],
  "atomic_forces_ev_per_a": [[-3.7, 0.6, 1.8], [0.4, 0.2, 1.3], [0.6, 0.7, -1.0], [0.8, -1.5, -0.4], [3.7, 5.3, 2.4], [2.5, -7.3, -4.7], [2.9, 5.3, -6.8], [-3.0, -4.4, -2.0], [-1.5, 5.1, 3.1], [-1.8, -3.7, 4.6], [0.1, -0.5, -0.3], [-0.1, 1.0, 0.0], [0.4, -0.2, -0.3], [0.4, -0.7, 0.7], [0.3, -0.5, 1.0], [0.9, 0.0, -0.6], [-0.9, 0.4, 0.3], [0.9, -0.3, 0.1], [-1.5, 1.0, -1.1], [-1.0, -0.1, 1.7], [-0.2, 0.1, 0.3], [0.2, -0.1, 0.1], [-0.1, 0.1, -0.2], [0.1, -0.2, -0.2], [0.0, 0.2, 0.4], [-0.1, -0.2, 0.1], [0.0, 0.1, -0.2], [-0.4, -0.1, 0.3], [-0.2, 0.1, 0.2], [-0.1, 0.3, -0.5], [0.5, -0.1, -0.5], [0.1, 0.0, 0.0], [0.0, -0.3, 0.6]],
  "mulliken_spin": [-0.005, 0.376, -0.001, 0.002, -0.007, 0.000, 0.000, 0.001, 0.000, 0.000, 0.000, -0.001, 0.000, 0.044, 0.066, 0.053, -0.025, 0.075, 0.033, 0.351, 0.000, 0.000, 0.000, 0.000, 0.000, 0.000, 0.000, -0.006, -0.005, 0.008, 0.005, 0.008, 0.029]
}